1.
Molecular formula: C13H42ClN12O11
Method: DFT, ωB97M-V/def2-TZVPD

The total energy is -67082.46365 eV. Its spin multiplicity is 1. The HOMO energy is -6.56 eV. The energy above the lowest of the compared OMol25 structures with the same formula, charge and spin is 514.4 kJ/mol. The total charge is -1. The LUMO energy comes out at 1.7822 eV.

Element x y z (Å)
Cl: -0.762 -1.005 0.994
O: 0.364 -0.208 1.528
O: -1.742 -0.191 0.270
O: -0.427 -1.961 -0.011
O: -1.439 -1.702 2.041
C: 6.154 -2.081 -0.609
O: 7.289 -2.533 -0.777
N: 5.773 -0.871 -0.289
N: 5.148 -2.819 -0.705
H: 6.576 -0.265 -0.204
H: 4.803 -0.616 -0.169
H: 4.334 -2.228 -0.795
H: 5.293 -3.726 -1.124
C: -1.155 -8.633 -0.176
O: -2.319 -8.895 -0.278
N: -0.630 -7.584 0.312
N: -0.121 -9.322 -0.687
H: -1.135 -6.900 0.859
H: 0.379 -7.582 0.296
H: -0.279 -10.158 -1.232
H: 0.799 -9.209 -0.287
C: 3.221 -4.123 4.888
O: 3.995 -4.676 5.650
N: 2.676 -4.677 3.805
N: 2.945 -2.880 4.917
H: 3.133 -5.516 3.477
H: 1.865 -4.305 3.331
H: 2.190 -2.526 4.347
H: 3.359 -2.328 5.655
C: 1.822 3.437 6.361
O: 2.130 4.636 6.580
N: 0.695 3.127 5.828
N: 2.609 2.365 6.473
H: 0.345 2.185 5.725
H: 0.108 3.907 5.570
H: 3.589 2.476 6.690
H: 2.160 1.461 6.436
C: -0.608 0.902 -5.293
O: -0.322 1.325 -6.373
N: 0.187 0.419 -4.334
N: -1.808 1.171 -4.775
H: 1.180 0.350 -4.506
H: -0.272 0.315 -3.441
H: -2.488 1.620 -5.371
H: -2.071 0.462 -4.106
C: -6.896 1.305 -1.713
C: -7.587 -0.010 -1.342
C: -7.745 -0.922 -2.651
O: -8.342 -2.160 -2.311
C: -8.563 -3.036 -3.460
N: -6.737 -0.499 -0.329
H: -7.501 2.050 -2.232
H: -5.996 1.170 -2.313
H: -6.533 1.947 -0.911
H: -8.581 0.242 -0.972
H: -6.732 -1.109 -3.007
H: -8.190 -0.453 -3.528
H: -9.340 -3.723 -3.123
H: -7.734 -3.583 -3.908
H: -9.138 -2.442 -4.171
H: -5.807 -0.335 -0.689
H: -6.703 -1.507 -0.274
C: 3.689 4.426 -0.806
C: 2.904 5.650 -0.295
C: 3.162 6.940 -1.180
O: 4.529 7.220 -1.510
C: 5.251 7.576 -0.320
N: 1.427 5.291 -0.093
H: 3.394 3.477 -0.358
H: 4.729 4.715 -0.651
H: 3.743 4.280 -1.884
H: 3.269 5.784 0.724
H: 2.735 7.826 -0.709
H: 2.712 6.861 -2.169
H: 5.451 6.777 0.395
H: 4.700 8.331 0.241
H: 6.303 7.832 -0.441
H: 1.019 4.984 -0.964
H: 1.562 4.459 0.462

Forces on atoms 1 to 6 (eV/Å):
Cl -2.0 1.0 -1.5
O -1.0 -1.1 -0.8
O 0.6 1.3 1.2
O 2.4 -1.2 -0.3
O 0.2 0.0 1.4
C 5.0 -0.4 -0.1

Atom charges from the Mulliken analysis, given in e for atoms 1 to 4:
1. Cl 1.598
2. O -0.625
3. O -0.662
4. O -0.657



2.
Molecular formula: C3H5BrO
Method: DFT, ωB97M-V/def2-TZVPD

The total energy is -75279.32370 eV. Its spin multiplicity is 1. The HOMO energy is -9.67 eV. The energy above the lowest of the compared OMol25 structures with the same formula, charge and spin is 188.8 kJ/mol. The LUMO energy comes out at 0.7783 eV.

Element x y z (Å)
C: 0.935 -1.663 -0.068
C: 0.406 -0.456 0.199
O: -0.479 0.499 -0.597
C: -1.007 1.819 -0.340
Br: 0.417 3.254 -0.396
H: 1.404 -2.293 0.666
H: 0.767 -2.362 -0.945
H: 0.882 0.045 1.130
H: -1.506 1.885 0.669
H: -1.757 1.931 -1.111

Forces on atoms 1 to 6 (eV/Å):
C -2.0 -0.6 -2.3
C 0.7 3.2 1.5
O 1.3 -2.1 0.2
C 1.1 -1.9 1.9
Br -1.0 -0.9 -0.1
H 0.5 0.9 0.8

Atom charges from the Mulliken analysis, given in e for atoms 1 to 4:
1. C -0.621
2. C 0.104
3. O -0.338
4. C -0.283